[1]
A molecular structure, C27H19Cl6MgN7OS. Source: OMol25; level of theory: ωB97M-V/def2-TZVPD.

Positions of all 62 atoms, in Å:
Mg -0.19186 0.02019 0.11747
N -0.12674 -1.46385 2.31027
N 0.35500 -2.76676 2.48255
C 0.66900 -3.50009 1.39171
N 0.93821 -4.79480 1.66300
S 0.72435 -2.90865 -0.16973
H 0.02085 -0.93684 3.15965
H -1.11928 -1.48139 2.06711
H 0.03538 -3.26936 3.29677
H 0.99230 -5.15132 2.60054
H 1.23267 -5.37575 0.89996
Cl -1.81843 2.43976 2.79481
C -0.07495 2.33745 2.60153
C 0.43866 1.43382 1.68412
C 1.82717 1.37151 1.67858
Cl 2.52790 0.15456 0.61626
C 2.67537 2.14952 2.45882
Cl 4.39046 1.98054 2.36648
C 2.10419 3.07861 3.32234
Cl 3.10779 4.09976 4.28038
C 0.71389 3.16977 3.40091
Cl 0.00141 4.32079 4.47258
C -2.98693 5.20555 -12.50401
O -2.03596 4.20144 -12.18473
C -1.90107 3.86489 -10.87962
C -0.96100 2.87350 -10.59587
C -0.75482 2.46597 -9.29751
C -1.47889 3.03290 -8.24468
C -2.40855 4.01762 -8.53838
C -2.62929 4.44057 -9.84529
C -1.22642 2.56570 -6.87383
N -0.32327 1.67820 -6.53564
C -0.44130 1.54645 -5.17283
C -1.42116 2.36021 -4.67972
N -1.92248 3.01495 -5.78111
C -1.76671 2.43261 -3.29257
C -2.77225 3.23424 -2.73850
C -3.00101 3.18347 -1.38792
C -2.22316 2.33125 -0.59877
N -1.25924 1.57851 -1.09935
C -1.03097 1.61418 -2.42428
C 0.01582 0.73401 -2.93052
N 0.67331 -0.02941 -2.02528
C 1.64441 -0.81371 -2.46514
C 2.00488 -0.91164 -3.81069
C 1.33257 -0.15591 -4.73431
C 0.31615 0.69929 -4.29672
H -2.94744 5.32991 -13.58087
H -2.73860 6.15317 -12.02176
H -3.99472 4.90314 -12.21231
H -0.40564 2.43734 -11.41780
H -0.02793 1.69659 -9.07014
H -2.98988 4.48687 -7.75191
H -3.36250 5.21021 -10.03780
H -2.65761 3.69838 -5.78597
H -3.36634 3.88498 -3.37153
H -3.77320 3.78244 -0.92413
H -2.39504 2.24616 0.46707
H 2.16522 -1.40184 -1.72125
H 2.80178 -1.58311 -4.10150
H 1.56741 -0.19560 -5.79122
Cl -2.37005 -0.93641 0.21660

Cartesian forces, eV/Å:
-0.450 -0.396 -0.109
-0.112 -0.038 -0.059
-0.042 0.129 -0.093
0.105 0.030 -0.046
-0.013 -0.071 -0.150
0.021 -0.053 0.192
0.151 0.072 -0.022
-0.093 0.039 0.075
-0.060 -0.058 0.042
0.039 0.013 0.017
-0.005 -0.017 0.012
0.126 -0.012 0.180
-0.027 0.060 -0.032
0.388 0.112 0.069
-0.137 0.089 0.145
0.285 0.125 0.105
0.081 -0.117 -0.113
-0.044 0.009 0.001
-0.102 0.027 -0.006
-0.036 -0.026 -0.001
-0.041 0.012 -0.003
0.017 -0.052 -0.005
0.061 -0.062 0.013
-0.078 0.082 -0.042
-0.040 0.038 0.024
0.056 -0.057 -0.010
0.055 -0.061 -0.009
0.039 -0.047 0.127
-0.083 0.075 -0.034
0.013 -0.025 0.081
-0.044 0.070 -0.059
0.015 -0.048 0.072
0.248 -0.201 -0.067
-0.201 0.200 0.020
-0.073 0.061 0.039
-0.049 0.030 -0.117
-0.029 0.081 -0.072
-0.019 -0.001 0.043
0.088 -0.097 -0.018
-0.050 0.321 -0.237
0.064 -0.140 0.181
0.078 -0.060 0.212
-0.057 -0.010 -0.160
-0.081 0.102 0.080
0.053 -0.037 -0.001
0.013 0.019 -0.126
0.026 -0.019 -0.082
0.019 -0.013 -0.038
0.018 0.020 0.011
-0.021 -0.020 0.006
-0.029 0.025 0.058
-0.027 0.032 -0.019
0.019 -0.008 -0.031
0.020 -0.021 0.027
-0.005 -0.018 -0.025
0.023 -0.032 0.030
0.023 -0.022 -0.021
0.024 -0.004 -0.188
-0.020 0.002 0.010
-0.027 0.030 0.022
-0.007 0.000 0.046
-0.066 -0.062 0.057

Properties
- Calculated total energy: -132205.4421 eV
- LUMO: -0.3 eV
- Maximum force: 0.012 Eh/bohr
- Energy relative to the best compared isomer or geometry (same formula, charge and spin): 21.96 kcal per mole
- HOMO: -8.0 eV

[2]
A molecular structure, C27H19IrN5O5S. Source: OMol25; level of theory: ωB97M-V/def2-TZVPD.

Positions of all 58 atoms, in Å:
Ir -1.09513 2.92166 1.91365
C 0.87367 -8.53574 -5.11270
O 1.82303 -7.88227 -4.27964
C 1.44630 -6.75526 -3.65059
C 2.41920 -6.15522 -2.84561
C 2.12914 -4.99772 -2.16245
C 0.86596 -4.40603 -2.25906
C -0.09540 -5.01142 -3.06131
C 0.18260 -6.17621 -3.75540
C 0.52348 -3.17909 -1.54891
N -0.65130 -2.58264 -1.57928
C -0.52109 -1.48709 -0.78330
C 0.75446 -1.40140 -0.25355
N 1.41010 -2.49588 -0.75577
C 1.17617 -0.35412 0.61367
C 2.44585 -0.18339 1.19155
C 2.67875 0.89925 2.00070
C 1.65981 1.82280 2.24174
N 0.45515 1.66711 1.71843
C 0.20114 0.60754 0.90871
C -1.11980 0.53112 0.37047
N -1.96685 1.52372 0.73936
C -3.20793 1.52896 0.28430
C -3.67092 0.52817 -0.57587
C -2.83117 -0.48819 -0.95872
C -1.51169 -0.50126 -0.47829
H 1.38051 -9.40750 -5.51337
H 0.56104 -7.88710 -5.93333
H 0.00158 -8.85371 -4.53802
H 3.39239 -6.62101 -2.77671
H 2.90877 -4.56350 -1.54733
H -1.07371 -4.55743 -3.13868
H -0.58449 -6.62202 -4.37032
H 2.36537 -2.76036 -0.59197
H 3.23776 -0.89508 0.99891
H 3.64495 1.06352 2.45433
H 1.83007 2.69368 2.85799
H -3.84172 2.34124 0.61174
H -4.69209 0.57295 -0.92478
H -3.15880 -1.27850 -1.62063
O -2.60028 0.98316 4.94339
S -3.23007 2.12691 4.32081
N -2.51060 2.76391 3.17400
O 0.49011 7.73916 0.70047
C 0.09292 6.99762 1.72966
C -0.33270 7.64684 2.89835
C -0.75425 6.92710 3.99619
C -0.75612 5.53232 3.98035
C -0.34912 4.89717 2.82177
C 0.06943 5.60043 1.68048
C 0.34820 4.89717 0.39427
O 0.91450 5.46933 -0.52278
O -0.08439 3.67216 0.30230
H 0.78948 7.12459 -0.01084
H -0.31933 8.72839 2.90977
H -1.07327 7.45198 4.88637
H -1.04444 4.96176 4.85144
H 0.00480 3.81741 3.05404

Cartesian forces, eV/Å:
-0.038 -0.052 -0.001
0.001 0.002 0.000
-0.001 -0.002 0.000
-0.003 0.002 0.002
0.003 -0.001 -0.002
-0.001 0.002 0.005
-0.007 0.000 -0.006
0.002 0.002 0.005
0.003 0.000 -0.001
0.000 0.014 -0.010
-0.011 -0.017 0.010
0.034 0.008 -0.002
-0.035 -0.011 -0.017
0.016 -0.013 0.004
0.049 -0.011 0.015
-0.033 -0.012 -0.017
-0.014 0.020 0.008
0.024 -0.003 0.014
0.008 -0.051 -0.072
-0.044 0.041 0.011
0.013 0.005 0.015
0.075 -0.040 0.039
-0.027 0.034 -0.008
0.005 0.010 0.008
0.040 -0.013 0.006
-0.037 0.002 -0.011
0.000 0.000 0.000
0.000 -0.001 0.000
0.000 0.000 0.000
0.000 0.000 -0.001
0.002 -0.002 0.000
0.000 -0.001 -0.001
0.000 0.000 -0.001
0.001 0.004 0.002
0.003 0.001 0.002
0.002 -0.004 -0.002
-0.005 0.004 -0.003
-0.003 -0.006 0.003
-0.001 0.004 0.002
-0.006 0.003 -0.001
0.022 -0.017 0.018
0.018 -0.025 -0.033
-0.160 0.067 0.059
-0.036 0.030 0.034
0.027 0.022 0.006
-0.017 -0.034 0.039
0.011 0.040 -0.050
-0.012 -0.052 -0.064
0.129 0.034 0.032
-0.042 -0.129 0.038
0.050 0.163 0.024
0.002 0.033 -0.052
0.022 -0.145 0.041
0.013 -0.024 -0.013
-0.001 0.001 0.003
0.006 -0.002 0.004
0.003 0.004 0.008
-0.051 0.116 -0.089

Properties
- Calculated total energy: -59664.8654 eV
- LUMO: -4.1 eV
- Maximum force: 0.004 Eh/bohr
- Energy relative to the best compared isomer or geometry (same formula, charge and spin): 18.49 kcal per mole
- HOMO: -10.5 eV
- Charge: +1

[3]
A molecular structure, C27H20Br4O5PPdS2. Source: OMol25; level of theory: ωB97M-V/def2-TZVPD.

Positions of all 60 atoms, in Å:
Pd -0.88910 1.26452 1.15203
C -1.96501 -1.98549 0.60614
C -0.68378 -2.46435 -0.02383
C -0.33009 -3.80495 0.10224
C 0.87090 -4.29126 -0.39275
C 1.74548 -3.43182 -1.03638
C 1.40560 -2.09455 -1.18073
C 0.19986 -1.60363 -0.69079
P -0.19399 0.18019 -0.76078
C -1.25078 0.32855 -2.25401
C -1.97188 -0.79543 -2.66443
C -2.84900 -0.74773 -3.73377
C -3.01507 0.44298 -4.42145
C -2.29347 1.55747 -4.03224
C -1.40594 1.53582 -2.95729
C -0.65732 2.80838 -2.66054
C 1.33283 1.05588 -1.16243
C 2.02064 0.97154 -2.37180
C 3.09818 1.80656 -2.61130
C 3.46720 2.73919 -1.64274
C 2.78348 2.81715 -0.44251
C 1.70920 1.96401 -0.17304
C 1.02169 1.95382 1.16138
H -2.70038 -2.79139 0.62899
H -2.41706 -1.13196 0.10002
H -1.77723 -1.66368 1.63227
H -1.01043 -4.47730 0.61362
H 1.12455 -5.33700 -0.26796
H 2.69245 -3.79293 -1.41796
H 2.10478 -1.42321 -1.65879
H -1.83757 -1.73622 -2.14911
H -3.39864 -1.63490 -4.02196
H -3.70545 0.50710 -5.25349
H -2.42657 2.49250 -4.56406
H -1.28292 3.66142 -2.91876
H 0.26054 2.85569 -3.25268
H -0.40787 2.91300 -1.61035
H 1.67894 0.28558 -3.13912
H 3.62979 1.75680 -3.55321
H 4.29334 3.41387 -1.83326
H 3.07493 3.54855 0.30238
H 1.01147 2.94185 1.61947
H 1.56737 1.27094 1.81568
Br 3.44412 -2.73831 6.17754
C 2.04516 -1.89196 5.24738
C 0.91974 -1.35059 6.00629
Br 0.92506 -1.50826 7.88037
C -0.11054 -0.74016 5.38501
Br -1.56433 0.01656 6.28172
C -0.17733 -0.66272 3.92275
O -1.11432 -0.16092 3.34341
C 1.01013 -1.18210 3.14017
O 1.04384 -1.04675 1.94271
C 2.10312 -1.79017 3.90379
Br 3.53138 -2.42818 2.87081
O -4.30392 3.46177 1.08605
S -3.06749 2.75656 0.85849
O -2.26956 3.24481 -0.26909
O -3.20897 1.26436 0.78779
S -1.82973 2.89048 2.55411

Cartesian forces, eV/Å:
-0.078 0.071 -0.973
-0.033 -0.023 -0.040
-0.012 -0.051 -0.021
0.013 -0.021 -0.012
-0.013 -0.003 0.017
0.012 0.036 -0.003
-0.021 -0.069 0.019
0.014 0.022 -0.031
-0.196 0.120 0.328
0.052 -0.030 -0.058
0.049 -0.004 -0.019
-0.014 0.007 -0.017
0.014 0.005 0.016
-0.022 -0.013 -0.010
-0.010 0.040 0.020
-0.049 -0.002 0.052
0.147 -0.103 -0.121
0.013 0.088 0.079
0.011 0.037 0.031
-0.010 -0.048 -0.086
-0.070 -0.011 0.018
0.189 -0.152 0.086
-0.140 -0.049 0.233
0.007 -0.012 0.013
-0.007 -0.013 0.007
-0.024 0.033 -0.028
-0.008 0.004 -0.003
-0.008 -0.004 -0.002
-0.003 -0.004 -0.002
0.004 0.001 0.000
-0.011 0.000 0.015
0.000 -0.003 0.008
0.000 -0.002 -0.004
0.003 0.002 -0.001
-0.008 0.004 0.002
0.008 0.000 0.015
-0.051 0.013 0.002
0.000 0.000 -0.011
0.001 0.008 -0.004
0.004 -0.001 -0.009
0.001 -0.009 0.007
0.039 0.037 -0.064
0.133 0.083 0.068
-0.046 0.032 0.007
0.307 -0.144 -0.315
-0.376 0.186 0.138
0.027 -0.004 -0.029
0.049 -0.008 0.496
0.024 -0.013 -0.054
-0.211 0.377 -0.113
0.026 -0.480 0.004
-0.041 0.063 -0.279
-0.006 -0.180 0.152
0.364 -0.219 0.285
-0.075 0.030 0.002
-0.134 -0.117 -0.011
0.247 0.121 0.174
-0.492 0.141 0.119
0.365 0.040 -0.018
0.049 0.192 -0.081

Properties
- Calculated total energy: -353171.4837 eV
- LUMO (alpha / beta): -0.3 / -0.2 eV
- Maximum force: 0.019 Eh/bohr
- HOMO (alpha / beta): -4.4 / -4.5 eV
- Charge: -1

[4]
A molecular structure, C27H20Cl2CsN4O4 at a distorted geometry. Source: OMol25; level of theory: ωB97M-V/def2-TZVPD.

Positions of all 58 atoms, in Å:
Cs 0.40806 0.46100 1.04234
O -4.05831 2.26313 1.19566
C -3.95484 3.62268 1.14204
C -5.12775 4.38202 1.14999
C -5.09202 5.76270 1.10728
C -3.86603 6.41108 1.05663
C -2.70745 5.65390 1.05025
C -2.70785 4.25750 1.08974
C -1.38547 3.51288 1.07726
O -1.40589 2.26984 1.00522
N -0.31333 4.31754 1.14926
N 0.81815 3.55841 1.14157
C 1.92777 4.18620 1.18186
C 3.21425 3.46753 1.18126
C 4.39577 4.21430 1.21523
C 5.61370 3.55862 1.21171
C 5.62886 2.17296 1.17606
C 4.40851 1.50966 1.14662
N 3.23447 2.12736 1.14833
H -4.99615 2.05212 1.24264
H -6.08182 3.86423 1.19340
H -6.01886 6.32368 1.11535
H -3.81466 7.49176 1.02372
H -1.73984 6.13418 1.01526
H 1.95654 5.27852 1.21586
H 4.34681 5.29539 1.24364
H 6.54015 4.11996 1.23671
H 6.55421 1.61290 1.17116
H 4.36081 0.42446 1.12194
Cl -3.12327 -5.57094 -0.38337
C -2.78618 -4.14731 -1.32147
C -3.78785 -3.65435 -2.14530
C -3.54302 -2.52906 -2.91129
C -2.30680 -1.90302 -2.85967
C -1.32641 -2.41725 -2.03007
Cl 0.21366 -1.61546 -1.98357
C -1.53325 -3.54805 -1.22944
N -0.54226 -4.04212 -0.35330
C 0.64708 -4.52404 -0.91545
C 0.65856 -5.10484 -2.18082
C 1.84786 -5.55722 -2.73537
C 3.03423 -5.44332 -2.03278
C 3.01240 -4.88732 -0.75805
C 1.83969 -4.43396 -0.17467
C 1.82650 -3.87690 1.22460
C 1.40206 -2.38970 1.33215
O 2.28512 -1.53482 1.14271
O 0.18394 -2.18556 1.60867
H -4.74428 -4.15657 -2.17351
H -4.32250 -2.13300 -3.54892
H -2.09574 -1.01749 -3.44163
H -0.41645 -3.43037 0.46509
H -0.26636 -5.19105 -2.73837
H 1.83905 -5.99689 -3.72567
H 3.96796 -5.78197 -2.46333
H 3.93027 -4.79265 -0.18887
H 2.82941 -3.96795 1.64236
H 1.13880 -4.47332 1.83134

Cartesian forces, eV/Å:
0.459 0.428 -0.217
0.035 0.103 -0.003
-0.069 -0.094 0.014
0.011 0.003 -0.003
0.012 0.003 0.000
-0.059 -0.044 -0.001
0.049 0.041 -0.016
0.146 0.228 0.009
-0.524 -0.163 0.019
-0.879 1.193 -0.029
0.331 -0.281 -0.013
-0.136 0.216 0.012
0.154 -0.049 0.002
-0.121 0.180 0.003
0.127 -0.049 0.001
-0.037 0.012 0.000
-0.003 -0.043 -0.002
-0.017 -0.059 0.003
-0.112 0.118 0.003
-0.017 -0.051 0.004
0.000 0.003 -0.002
0.005 0.005 -0.002
0.009 0.000 -0.001
0.010 -0.024 0.002
0.008 -0.001 0.002
-0.024 0.003 -0.003
-0.005 0.008 0.000
0.002 0.008 0.002
0.003 0.003 -0.003
0.033 0.052 -0.019
-0.132 -0.120 0.027
0.051 0.001 0.028
-0.013 0.043 -0.032
-0.039 -0.084 0.038
0.126 0.107 -0.009
-0.105 -0.054 -0.001
0.085 0.030 0.046
-0.072 -0.075 -0.245
-0.047 0.062 0.121
0.081 -0.009 -0.024
-0.057 -0.015 -0.043
0.056 0.015 0.045
-0.028 0.003 0.035
-0.080 0.052 -0.058
0.082 -0.129 0.034
0.319 -0.562 0.067
0.398 -0.491 0.083
-0.005 -0.593 0.065
-0.005 0.005 -0.005
0.010 0.005 -0.006
-0.018 0.004 -0.012
0.016 0.005 0.067
-0.007 0.008 0.001
0.001 0.002 0.002
-0.008 -0.006 -0.008
0.019 -0.017 -0.031
-0.017 0.016 0.010
0.000 0.048 0.040

Properties
- Calculated total energy: -68070.0850 eV
- LUMO: 2.3 eV
- Maximum force: 0.029 Eh/bohr
- Energy relative to the best compared isomer or geometry (same formula, charge and spin): 13.94 kcal per mole
- HOMO: -4.6 eV
- Charge: -1